ORCA calculation (ωB97M-V/def2-TZVPD) on 20 unconnected molecules or ions with the total composition C49H78BN19O7.

Output
Kohn-Sham gap: 9.3 eV
calculated total energy: -3505.6228 Ha
total charge: 0
LUMO: 0.06 eV

Atoms and positions in Å:
1 C -0.831 3.932 1.024
2 O -1.187 2.807 1.865
3 B -1.407 1.662 1.107
4 O -2.432 1.731 0.168
5 C -0.428 0.410 1.360
6 O -0.857 -0.897 1.216
7 C -1.536 -1.167 -0.005
8 C -0.736 -0.848 -1.280
9 C -1.388 -1.421 -2.569
10 O 0.544 -1.518 -1.152
11 O 0.804 0.831 0.699
12 C 1.621 1.572 1.528
13 O 2.472 2.306 1.148
14 O 1.294 1.278 2.825
15 C 0.150 0.420 2.826
16 C 0.204 -0.883 3.644
17 C 1.270 -1.966 3.256
18 C 2.227 -1.597 2.101
19 C 0.515 -3.271 2.820
20 H -0.621 4.827 1.628
21 H 0.043 3.632 0.439
22 H -1.626 4.185 0.305
23 H -2.066 1.906 -0.710
24 H -2.546 -0.717 -0.064
25 H -1.725 -2.258 -0.019
26 H -0.519 0.232 -1.350
27 H -0.609 -1.662 -3.294
28 H -2.090 -0.659 -2.948
29 H -1.964 -2.312 -2.269
30 H 1.233 -0.845 -1.180
31 H -0.562 1.022 3.434
32 H -0.795 -1.343 3.708
33 H 0.438 -0.571 4.683
34 H 1.857 -2.255 4.144
35 H 2.818 -0.701 2.352
36 H 1.740 -1.551 1.118
37 H 2.965 -2.423 2.029
38 H 0.264 -3.280 1.749
39 H -0.412 -3.411 3.409
40 H 1.157 -4.138 3.066
41 C 5.460 -0.340 4.726
42 C 4.585 -0.936 5.752
43 N 3.903 -1.399 6.565
44 H 4.857 0.141 3.957
45 H 6.105 0.403 5.193
46 H 6.070 -1.116 4.266
47 C -1.047 3.799 -3.896
48 C -0.739 3.307 -2.553
49 N -0.508 2.916 -1.497
50 H -2.114 3.702 -4.090
51 H -0.764 4.847 -3.983
52 H -0.497 3.219 -4.636
53 C -2.436 5.019 -7.893
54 C -3.148 4.406 -6.772
55 N -3.701 3.928 -5.886
56 H -1.462 5.373 -7.561
57 H -2.294 4.284 -8.681
58 H -3.004 5.859 -8.287
59 C -0.624 -5.089 -4.494
60 C -0.879 -3.746 -5.023
61 N -1.076 -2.694 -5.434
62 H 0.153 -5.044 -3.733
63 H -1.534 -5.490 -4.052
64 H -0.298 -5.745 -5.300
65 C -3.243 -3.084 -8.648
66 C -3.495 -1.744 -9.189
67 N -3.693 -0.695 -9.614
68 H -2.466 -3.037 -7.891
69 H -4.155 -3.477 -8.198
70 H -2.923 -3.750 -9.445
71 C -3.571 1.136 4.404
72 C -3.267 0.670 5.761
73 N -3.029 0.304 6.823
74 H -4.639 1.045 4.213
75 H -3.278 2.181 4.300
76 H -3.029 0.537 3.674
77 C -6.021 1.503 -5.620
78 C -6.882 0.816 -4.649
79 N -7.555 0.279 -3.890
80 H -6.632 2.041 -6.342
81 H -5.374 2.212 -5.107
82 H -5.404 0.777 -6.147
83 C -0.467 0.695 -9.493
84 C -0.221 2.036 -8.961
85 N -0.020 3.083 -8.534
86 H 0.380 0.049 -9.261
87 H -1.368 0.277 -9.046
88 H -0.597 0.740 -10.575
89 C 5.144 2.403 8.162
90 C 6.422 1.931 7.629
91 N 7.429 1.558 7.218
92 H 4.338 2.159 7.471
93 H 4.953 1.919 9.117
94 H 5.173 3.481 8.306
95 C -1.273 -5.870 5.559
96 C -0.436 -6.508 4.538
97 N 0.220 -7.004 3.737
98 H -2.275 -5.708 5.167
99 H -1.333 -6.508 6.439
100 H -0.842 -4.910 5.842
101 C 0.936 -3.319 9.552
102 C 2.052 -2.820 8.732
103 N 2.928 -2.418 8.091
104 H 0.427 -2.486 10.034
105 H 0.223 -3.853 8.925
106 H 1.315 -3.996 10.315
107 C 4.457 -0.596 11.308
108 C 4.706 0.781 11.759
109 N 4.897 1.861 12.104
110 H 5.311 -1.226 11.556
111 H 3.569 -0.990 11.799
112 H 4.305 -0.614 10.229
113 C 9.398 -1.211 7.848
114 C 8.667 -1.706 9.021
115 N 8.096 -2.093 9.938
116 H 10.374 -0.835 8.150
117 H 9.535 -2.016 7.127
118 H 8.836 -0.404 7.379
119 C -4.864 0.836 -13.330
120 C -3.409 0.858 -13.152
121 N -2.272 0.873 -13.006
122 H -5.106 0.692 -14.381
123 H -5.293 0.022 -12.749
124 H -5.291 1.779 -12.992
125 C 6.291 0.323 15.264
126 C 5.435 -0.280 16.292
127 N 4.764 -0.751 17.096
128 H 5.682 0.802 14.499
129 H 6.942 1.070 15.715
130 H 6.906 -0.445 14.798
131 C 0.855 -2.703 -10.348
132 C 0.129 -3.297 -9.219
133 N -0.438 -3.762 -8.335
134 H 1.827 -2.342 -10.013
135 H 1.000 -3.449 -11.127
136 H 0.286 -1.869 -10.756
137 C 1.743 1.072 -5.603
138 C 2.588 0.513 -6.663
139 N 3.244 0.076 -7.498
140 H 0.747 1.274 -5.995
141 H 1.665 0.363 -4.780
142 H 2.178 2.000 -5.236
143 C -5.317 8.279 -8.822
144 C -4.029 7.848 -9.375
145 N -3.020 7.510 -9.808
146 H -6.110 8.091 -9.543
147 H -5.530 7.728 -7.907
148 H -5.285 9.344 -8.597
149 C -6.341 -0.983 2.350
150 C -4.940 -1.380 2.530
151 N -3.844 -1.703 2.661
152 H -6.929 -1.305 3.209
153 H -6.410 0.099 2.255
154 H -6.743 -1.445 1.450


ORCA calculation (ωB97M-V/def2-TZVPD) on a molecular structure, C49H82BClN13ORe.

Output
Kohn-Sham gap (spin up / spin down): 6.0 / 4.1 eV
multiplicity: 4
calculated total energy: -3265.9691 Ha
total charge: +3
LUMO (spin up / spin down): -7.89 / -9.79 eV

Atoms and positions in Å:
1 Re 0.529 -0.376 -1.028
2 C 3.443 -2.955 -4.963
3 C 2.852 -1.763 -4.294
4 C 2.878 -0.443 -4.709
5 C 2.227 0.277 -3.724
6 N 1.814 -0.552 -2.737
7 N 2.196 -1.804 -3.130
8 B 2.037 -3.033 -2.233
9 N 3.016 -2.892 -1.036
10 N 3.533 -1.640 -0.757
11 C 4.710 -1.832 -0.203
12 C 4.985 -3.218 -0.079
13 C 3.906 -3.856 -0.621
14 C 3.671 -5.316 -0.796
15 C 5.636 -0.695 0.165
16 C 6.066 -0.818 1.632
17 C 6.883 -0.816 -0.727
18 C 4.972 0.668 -0.081
19 N 0.468 -3.159 -1.958
20 N -0.368 -2.051 -2.006
21 C -1.576 -2.489 -2.441
22 C -1.525 -3.869 -2.601
23 C -0.235 -4.255 -2.305
24 C 0.340 -5.625 -2.401
25 C -2.793 -1.660 -2.798
26 C -2.420 -0.219 -3.131
27 C -3.828 -1.733 -1.667
28 C -3.431 -2.263 -4.060
29 C 2.023 1.763 -3.779
30 C 1.576 2.294 -2.439
31 C 3.369 2.446 -4.074
32 C 1.028 2.116 -4.893
33 H 3.844 -2.665 -5.932
34 H 4.255 -3.373 -4.367
35 H 2.699 -3.736 -5.115
36 H 3.322 -0.063 -5.614
37 H 2.321 -4.015 -2.837
38 H 5.864 -3.686 0.335
39 H 4.465 -5.875 -0.305
40 H 2.723 -5.628 -0.355
41 H 3.662 -5.596 -1.851
42 H 6.501 -1.797 1.837
43 H 6.823 -0.066 1.863
44 H 5.229 -0.669 2.317
45 H 7.398 -1.762 -0.559
46 H 6.616 -0.758 -1.784
47 H 7.582 -0.008 -0.502
48 H 4.387 0.989 0.790
49 H 5.729 1.435 -0.245
50 H 4.334 0.635 -0.971
51 H -2.317 -4.516 -2.939
52 H -0.467 -6.353 -2.432
53 H 0.929 -5.733 -3.312
54 H 0.987 -5.856 -1.558
55 H -1.922 0.255 -2.296
56 H -1.762 -0.182 -4.004
57 H -3.321 0.359 -3.350
58 H -3.467 -1.285 -0.746
59 H -4.742 -1.213 -1.961
60 H -4.085 -2.773 -1.462
61 H -2.706 -2.357 -4.869
62 H -3.862 -3.244 -3.865
63 H -4.241 -1.614 -4.399
64 H 2.354 2.130 -1.695
65 H 1.427 3.373 -2.519
66 H -0.319 1.612 -2.760
67 H 4.140 2.119 -3.374
68 H 3.706 2.215 -5.083
69 H 3.266 3.532 -4.002
70 H 0.032 1.688 -4.731
71 H 0.934 3.199 -4.993
72 H 1.377 1.720 -5.845
73 N 1.655 0.873 0.333
74 C 1.675 0.630 1.796
75 C 2.273 -0.718 2.136
76 C 1.330 -1.872 1.867
77 N 0.916 -2.000 0.439
78 H 2.625 0.847 0.011
79 H 1.266 1.819 0.190
80 H 0.647 0.711 2.156
81 H 2.247 1.434 2.264
82 H 2.530 -0.738 3.197
83 H 3.203 -0.858 1.584
84 H 0.435 -1.759 2.492
85 H 1.800 -2.815 2.151
86 H 0.127 -2.638 0.383
87 H 1.684 -2.517 -0.012
88 N 0.286 1.685 -1.944
89 C -0.128 2.707 -0.960
90 N -0.990 3.583 -1.374
91 C -1.337 4.696 -0.454
92 C -0.953 6.032 -1.074
93 C -1.604 6.211 -2.443
94 C -1.284 5.025 -3.347
95 C -1.683 3.714 -2.677
96 H -0.814 4.505 0.483
97 H -2.416 4.645 -0.279
98 H 0.136 6.082 -1.163
99 H -1.254 6.830 -0.395
100 H -1.264 7.137 -2.906
101 H -2.689 6.298 -2.328
102 H -0.214 5.003 -3.572
103 H -1.810 5.102 -4.299
104 H -1.478 2.860 -3.318
105 H -2.755 3.713 -2.461
106 C -5.102 0.152 6.221
107 C -4.977 -0.678 4.932
108 C -6.233 -0.423 4.083
109 C -4.920 -2.159 5.319
110 C -3.688 -0.257 4.145
111 O -3.744 1.117 3.785
112 C -2.412 -0.514 4.974
113 C -1.198 0.298 4.492
114 C -1.294 1.765 4.750
115 C -1.272 2.686 3.674
116 C -1.347 4.031 3.897
117 C -1.447 4.496 5.227
118 Cl -1.545 6.157 5.516
119 C -1.466 3.599 6.321
120 C -1.390 2.256 6.075
121 C -3.660 -1.027 2.801
122 N -2.805 -0.434 1.767
123 C -1.660 -0.896 1.279
124 N -1.223 -0.104 0.293
125 C -2.223 0.837 0.223
126 N -3.189 0.657 1.077
127 H -6.048 -0.089 6.703
128 H -5.127 1.233 6.041
129 H -4.317 -0.060 6.947
130 H -7.112 -0.426 4.728
131 H -6.400 -1.204 3.340
132 H -6.197 0.541 3.574
133 H -5.840 -2.426 5.841
134 H -4.092 -2.385 5.994
135 H -4.854 -2.815 4.448
136 H -4.046 1.627 4.547
137 H -2.166 -1.577 4.974
138 H -2.604 -0.264 6.018
139 H -1.026 0.154 3.429
140 H -0.309 -0.085 5.011
141 H -1.227 2.319 2.655
142 H -1.339 4.742 3.081
143 H -1.533 3.979 7.332
144 H -1.387 1.570 6.913
145 H -4.653 -1.069 2.366
146 H -3.302 -2.044 2.950
147 H -1.196 -1.799 1.649
148 H -2.266 1.622 -0.499


ORCA calculation (ωB97M-V/def2-TZVPD) on 13 unconnected molecules or ions with the total composition C49H82N10O9.

Output
Kohn-Sham gap: 11.0 eV
calculated total energy: -3140.9170 Ha
total charge: 0
LUMO: 0.44 eV

Atoms and positions in Å:
1 C 5.323 1.329 -0.667
2 C 3.976 0.701 -0.489
3 C 3.495 0.781 1.010
4 C 4.331 -0.022 1.866
5 N 4.918 -0.644 2.609
6 H 5.186 2.400 -0.693
7 H 5.660 1.149 -1.687
8 H 6.015 1.146 0.154
9 H 4.025 -0.337 -0.817
10 H 3.242 1.188 -1.072
11 H 2.488 0.341 1.170
12 H 3.448 1.812 1.346
13 C 1.535 3.556 -5.531
14 C -0.005 4.149 -5.719
15 C -0.905 4.016 -4.478
16 C -0.589 5.064 -3.513
17 N -0.271 5.916 -2.813
18 H 1.543 2.505 -5.255
19 H 2.121 4.124 -4.733
20 H 2.162 3.661 -6.392
21 H -0.439 3.548 -6.547
22 H 0.194 5.216 -5.918
23 H -0.852 3.035 -4.003
24 H -1.971 4.070 -4.749
25 C 1.520 -6.447 -2.735
26 C 2.358 -5.301 -2.059
27 C 1.460 -4.137 -1.632
28 C 0.562 -4.568 -0.591
29 N -0.138 -4.898 0.216
30 H 2.187 -7.216 -3.113
31 H 0.928 -5.984 -3.523
32 H 0.747 -6.875 -2.083
33 H 3.097 -4.977 -2.812
34 H 2.982 -5.707 -1.250
35 H 0.771 -3.812 -2.409
36 H 2.030 -3.263 -1.241
37 C -5.365 1.240 -5.838
38 C -5.396 -0.051 -4.983
39 C -4.891 0.202 -3.528
40 C -3.550 0.723 -3.527
41 N -2.453 1.066 -3.565
42 H -4.372 1.709 -5.714
43 H -6.183 1.938 -5.627
44 H -5.421 1.127 -6.941
45 H -4.854 -0.865 -5.443
46 H -6.491 -0.253 -4.968
47 H -4.905 -0.719 -2.940
48 H -5.541 0.808 -2.952
49 C 1.912 -0.705 -3.336
50 C 1.208 -1.125 -4.621
51 C -0.283 -1.002 -4.556
52 C -0.984 -2.192 -4.060
53 N -1.319 -3.231 -3.661
54 H 3.008 -0.806 -3.415
55 H 1.522 -1.335 -2.531
56 H 1.672 0.302 -3.066
57 H 1.514 -2.155 -4.843
58 H 1.616 -0.580 -5.511
59 H -0.702 -0.897 -5.575
60 H -0.584 -0.165 -3.971
61 C 3.029 -5.257 3.315
62 C 3.760 -5.224 1.985
63 C 4.236 -3.834 1.584
64 C 3.102 -2.917 1.274
65 N 2.207 -2.255 0.954
66 H 2.558 -6.214 3.486
67 H 2.251 -4.485 3.371
68 H 3.667 -4.979 4.184
69 H 3.184 -5.762 1.229
70 H 4.673 -5.775 2.130
71 H 4.834 -3.880 0.701
72 H 4.746 -3.233 2.360
73 C -2.702 4.722 2.560
74 C -4.200 4.402 2.828
75 C -4.497 4.559 4.262
76 C -3.688 3.602 5.079
77 N -2.981 2.766 5.460
78 H -2.505 5.774 2.854
79 H -2.436 4.709 1.467
80 H -2.006 4.057 3.009
81 H -4.424 3.417 2.483
82 H -4.884 5.168 2.381
83 H -5.542 4.503 4.540
84 H -4.236 5.554 4.617
85 C -3.145 -2.649 3.042
86 C -3.816 -1.663 3.987
87 C -3.350 -0.177 3.743
88 C -3.777 0.491 2.488
89 N -4.159 0.918 1.501
90 H -2.100 -2.848 3.285
91 H -3.341 -2.412 2.006
92 H -3.653 -3.599 3.041
93 H -3.524 -1.982 5.027
94 H -4.930 -1.807 4.006
95 H -2.235 -0.202 3.685
96 H -3.659 0.364 4.686
97 C 3.846 2.498 4.075
98 C 3.232 3.847 4.390
99 C 1.797 3.653 4.861
100 C 0.982 2.963 3.903
101 N 0.238 2.382 3.278
102 H 3.175 1.887 3.447
103 H 4.172 1.885 4.928
104 H 4.765 2.548 3.520
105 H 3.333 4.390 3.479
106 H 3.706 4.432 5.132
107 H 1.309 4.545 5.159
108 H 1.882 3.103 5.797
109 C -1.410 -1.317 -0.823
110 C -0.891 -0.490 0.306
111 C -1.224 0.983 0.238
112 C -0.445 1.566 -0.878
113 N 0.340 2.089 -1.580
114 H -1.073 -2.348 -0.723
115 H -1.170 -0.838 -1.767
116 H -2.508 -1.291 -0.846
117 H 0.220 -0.594 0.466
118 H -1.317 -0.893 1.256
119 H -0.904 1.485 1.166
120 H -2.261 1.150 0.078
121 C -2.960 -4.725 -1.233
122 C -3.365 -5.832 -2.188
123 O -3.881 -4.963 -3.284
124 C -4.199 -3.755 -2.780
125 O -4.670 -2.808 -3.423
126 O -3.952 -3.713 -1.456
127 H -1.978 -4.295 -1.550
128 H -2.850 -4.972 -0.140
129 H -4.104 -6.535 -1.830
130 H -2.579 -6.434 -2.625
131 C 2.138 5.203 -1.224
132 C 1.236 5.075 -0.004
133 O 2.184 4.513 1.014
134 C 3.446 4.788 0.559
135 O 4.362 4.494 1.217
136 O 3.431 5.483 -0.558
137 H 1.998 6.048 -1.806
138 H 2.201 4.274 -1.790
139 H 0.436 4.360 -0.118
140 H 0.905 6.049 0.343
141 C 1.786 -0.867 4.250
142 C 2.172 -1.648 5.442
143 O 0.846 -2.054 5.895
144 C -0.031 -1.068 5.557
145 O -1.155 -0.955 5.950
146 O 0.555 -0.241 4.674
147 H 1.601 -1.555 3.423
148 H 2.497 -0.093 4.061
149 H 2.730 -1.237 6.270
150 H 2.656 -2.579 5.209


Q: Which value of total charge does entry 3 give?
A: 0


Q: Among the records above, which one has the lowest calculated total energy?
A: C49H78BN19O7


Q: Which value of total charge does entry 3 give?
A: 0